(1)
# C3H5NO2S

C3H5NO2S in the gas phase (wB97M-V/def2-TZVPD, the OMol25 dataset).

Summary:
- LUMO energy: 0.663 eV
- HOMO level: -0.3664 hartree
- Maximum force: 1.44 eV Å⁻¹
- Orbital gap: 10.634 eV

Last column: natural (NBO) charge in e.
Cartesian coordinates (Å):
S: -2.3561 0.0948 0.3186  1.623
O: -2.9458 0.4601 -0.9390  -0.908
O: -1.4838 -1.3647 0.1479  -0.704
N: -0.8984 1.0081 0.4126  -0.640
C: 0.1263 0.3180 0.1770  0.321
C: 1.5038 0.8663 0.0991  -0.670
C: -0.1191 -1.1602 -0.0437  -0.149
H: 0.1826 -1.4482 -1.0603  0.203
H: 1.8704 0.7767 -0.9224  0.240
H: 0.4467 -1.7649 0.6751  0.206
H: 2.1704 0.3013 0.7473  0.232
H: 1.5031 1.9127 0.3878  0.246



(2)
# C3H5NO2S

C3H5NO2S in the gas phase (wB97M-V/def2-TZVPD, the OMol25 dataset).

Summary:
- SMILES: C/C(S)=C/[N+](=O)[O-]
- LUMO energy: -0.449 eV
- HOMO level: -0.3540 hartree
- Maximum force: 4.79 eV Å⁻¹
- Orbital gap: 9.184 eV

Last column: natural (NBO) charge in e.
Cartesian coordinates (Å):
S: 1.5329 -1.0489 0.9133  -0.067
O: 0.5812 0.5031 -3.0325  -0.357
O: 0.3197 -1.3262 -1.9928  -0.370
N: 0.3686 -0.1294 -2.0414  0.520
C: -0.7518 0.5976 1.5827  -0.586
C: -0.1164 0.5378 -0.7864  -0.134
C: 0.3327 0.1723 0.4017  -0.102
H: 1.5675 -2.3533 0.7847  0.188
H: -1.0254 1.1819 -1.0093  0.246
H: -0.3296 0.3662 2.4861  0.223
H: -1.5505 -0.1146 1.3521  0.223
H: -0.9290 1.6135 1.3418  0.217



(3)
# C3H5NO2S

C3H5NO2S in the gas phase (wB97M-V/def2-TZVPD, the OMol25 dataset).

Summary:
- SMILES: O=COC/C=N/S
- LUMO energy: 0.279 eV
- HOMO level: -0.3539 hartree
- Maximum force: 5.35 eV Å⁻¹
- Orbital gap: 9.909 eV

Last column: natural (NBO) charge in e.
Cartesian coordinates (Å):
S: 2.8926 -1.4064 0.4700  0.131
O: -2.6677 -1.0159 0.8204  -0.529
O: -1.5370 0.7393 0.3240  -0.486
N: 1.2702 -0.4761 0.6571  -0.486
C: 1.0065 0.5163 -0.1047  0.063
C: -2.0269 -0.4340 0.0564  0.622
C: -0.3658 1.1994 -0.3116  -0.111
H: 2.5691 -2.3219 1.2582  0.107
H: -0.3695 2.2920 -0.1956  0.223
H: -2.0775 -0.9023 -0.8444  0.113
H: -0.4986 0.9110 -1.2879  0.188
H: 1.8046 0.8985 -0.8418  0.164



(4)
# C3H5NO2S

2 unconnected molecules or ions with the total composition C3H5NO2S (wB97M-V/def2-TZVPD, the OMol25 dataset).

Summary:
- LUMO energy (spin up / spin down): -1.090 / -0.190 eV
- HOMO level (spin up / spin down): -0.3375 / -0.3201 hartree
- Maximum force: 3.12 eV Å⁻¹
- Orbital gap (spin up / spin down): 8.094 / 8.520 eV

Last column: natural (NBO) charge in e.
Cartesian coordinates (Å):
S: -1.3521 0.7951 0.1995  1.390
O: -2.5039 1.0630 -0.6547  -0.903
O: -1.6025 -0.5402 1.2677  -0.634
N: -0.3437 -1.5399 -0.3449  -0.518
C: 2.1489 1.1021 0.1400  -0.528
C: -1.0664 -1.5961 0.7320  0.414
C: -0.2488 -0.2762 -0.8320  -0.206
H: -0.3700 0.0891 -1.9163  0.239
H: 2.2115 1.1882 1.2233  0.189
H: 1.8998 1.9550 -0.4969  0.171
H: -1.4131 -2.5701 1.2013  0.197
H: 2.6403 0.3302 -0.5191  0.189



(5)
# C3H5NO2S

C3H5NO2S in the gas phase (wB97M-V/def2-TZVPD, the OMol25 dataset).

Summary:
- SMILES: C/C(S)=C/[N+](=O)[O-]
- LUMO energy: -0.603 eV
- HOMO level: -0.3556 hartree
- Maximum force: 4.29 eV Å⁻¹
- Orbital gap: 9.074 eV

Last column: natural (NBO) charge in e.
Cartesian coordinates (Å):
S: -0.9645 2.0783 -0.3455  0.000
O: 2.9350 -1.0072 0.2812  -0.357
O: 2.2970 1.0550 -0.1323  -0.405
N: 2.1361 -0.1565 -0.0146  0.511
C: -1.6572 -0.4629 0.1557  -0.688
C: -0.3682 0.2643 -0.0410  0.032
C: 0.7699 -0.5908 -0.0554  -0.208
H: 0.3417 2.6007 -0.5373  0.187
H: 0.5202 -1.6816 -0.0755  0.235
H: -2.0751 -0.3727 1.1372  0.240
H: -1.4439 -1.4957 0.1199  0.219
H: -2.4910 -0.2308 -0.4924  0.235



(6)
# C3H5NO2S

C3H5NO2S in the gas phase (wB97M-V/def2-TZVPD, the OMol25 dataset).

Summary:
- SMILES: CO/C(C=O)=N/S
- LUMO energy: -0.374 eV
- HOMO level: -0.3315 hartree
- Maximum force: 4.99 eV Å⁻¹
- Orbital gap: 8.646 eV

Last column: natural (NBO) charge in e.
Cartesian coordinates (Å):
S: -1.8253 -1.0078 -0.0545  0.161
O: -1.1597 1.8421 0.1852  -0.469
O: 1.8209 0.2694 -0.1456  -0.491
N: -0.0461 -0.6907 0.1874  -0.552
C: 0.0189 1.7915 -0.1271  0.342
C: 0.4946 0.4173 0.0720  0.404
C: 2.3734 -0.9497 0.0931  -0.248
H: 2.1278 -1.6847 -0.6675  0.184
H: 0.6152 2.6435 -0.6914  0.171
H: 3.5082 -0.9031 -0.1501  0.184
H: 2.1835 -1.2585 1.0678  0.191
H: -1.5188 -2.2839 -0.5423  0.123



(7)
# C3H5NO2S2

A molecular structure, C3H5NO2S2 (wB97M-V/def2-TZVPD, the OMol25 dataset).

Summary:
- LUMO energy: -0.327 eV
- HOMO level: -0.3128 hartree
- Maximum force: 6.86 eV Å⁻¹
- Orbital gap: 8.184 eV

Last column: natural (NBO) charge in e.
Cartesian coordinates (Å):
S: -1.8739 -1.3467 0.0825  -0.188
S: 2.8850 0.4063 0.0651  -0.018
O: 0.9713 -1.5434 -0.0709  -0.506
O: -1.1442 1.1582 -0.1613  -0.513
N: 0.5079 -0.2826 0.0386  -0.133
C: 1.3606 0.7949 0.0085  -0.170
C: -2.5904 1.6729 0.0390  -0.335
C: -0.8587 -0.0357 -0.0997  0.409
H: 2.0634 -1.5394 -0.7550  0.466
H: 0.9767 1.7828 0.1254  0.240
H: -2.6386 2.7160 -0.6054  0.234
H: -2.7427 1.7475 1.3061  0.246
H: -3.4794 0.8066 -0.5313  0.268



(8)
# C3H5NO3

A molecular structure, C3H5NO3 (wB97M-V/def2-TZVPD, the OMol25 dataset).

Summary:
- LUMO energy: -5.369 eV
- HOMO level: -0.3678 hartree
- Maximum force: 9.72 eV Å⁻¹
- Orbital gap: 4.641 eV

Last column: natural (NBO) charge in e.
Cartesian coordinates (Å):
O: 0.9606 0.9480 -2.0973  -0.866
O: -2.2973 1.0565 1.2406  -0.522
O: 0.1144 -1.9676 0.2657  -0.437
N: -0.6509 -0.4025 2.0921  -0.368
C: -1.1771 0.4382 1.2957  0.501
C: -0.0728 0.4454 0.4159  -0.053
C: 0.4565 -0.7590 -0.3074  -0.193
H: 0.3826 1.4395 -0.0166  0.328
H: 1.3308 1.4739 -2.7205  0.434
H: -0.5789 -1.3805 1.6881  0.430
H: 0.0154 -0.7065 -1.3715  0.393
H: 1.5167 -0.5853 -0.4849  0.353



(9)
# C3H5NO3

C3H5NO3 in the gas phase (wB97M-V/def2-TZVPD, the OMol25 dataset).

Summary:
- SMILES: C1=NOCOCO1
- LUMO energy: 0.869 eV
- HOMO level: -0.3763 hartree
- Maximum force: 7.43 eV Å⁻¹
- Orbital gap: 11.109 eV

Last column: natural (NBO) charge in e.
Cartesian coordinates (Å):
O: 0.3531 -1.4291 -0.5531  -0.531
O: 0.1172 1.4444 -0.4040  -0.386
O: 0.5697 0.0388 1.4824  -0.522
N: -0.5306 0.7208 -1.4118  -0.155
C: -0.1589 1.1319 0.9419  0.193
C: 0.1615 -1.1775 0.8965  0.222
C: -0.4440 -0.5592 -1.3855  0.318
H: -0.8215 -1.2227 -2.2251  0.202
H: 0.0021 1.9151 1.6749  0.203
H: -0.7593 -1.3203 1.1650  0.138
H: 0.8590 -1.9663 1.3473  0.189
H: -1.2377 0.7445 1.0005  0.130



(10)
# C3H5NO3

4 unconnected molecules or ions with the total composition C3H5NO3 (wB97M-V/def2-TZVPD, the OMol25 dataset).

Summary:
- LUMO energy: -0.162 eV
- HOMO level: -0.3528 hartree
- Maximum force: 6.62 eV Å⁻¹
- Orbital gap: 9.438 eV

Last column: natural (NBO) charge in e.
Cartesian coordinates (Å):
O: 2.3192 0.2102 0.5233  -1.010
O: -2.2541 1.0311 0.0817  -0.472
O: -0.5973 0.0619 -2.3025  -0.508
N: 0.3422 1.2528 -0.5606  -0.736
C: -1.4028 -1.2620 0.5175  -0.773
C: -0.0863 0.5632 -1.4112  0.832
C: -1.7979 -0.0596 0.2145  0.695
H: 3.3019 1.0348 0.1553  0.524
H: -0.3045 -1.3527 0.5461  0.260
H: 2.3699 -0.7003 0.9043  0.491
H: -0.0088 1.3202 0.3717  0.422
H: -1.8815 -2.0996 0.9598  0.277



(11)
# C3H5NO3

C3H5NO3 in the gas phase (wB97M-V/def2-TZVPD, the OMol25 dataset).

Summary:
- SMILES: OOC1=NOCC1
- LUMO energy: 0.754 eV
- HOMO level: -0.3281 hartree
- Maximum force: 3.31 eV Å⁻¹
- Orbital gap: 9.681 eV

Last column: natural (NBO) charge in e.
Cartesian coordinates (Å):
O: -1.9609 -2.0561 0.5228  -0.420
O: -0.3888 1.6421 0.6928  -0.361
O: -0.8008 -1.7511 -0.1877  -0.247
N: -1.0491 0.4501 0.7373  -0.140
C: -0.3820 -0.4352 0.1324  0.441
C: 0.8126 0.1248 -0.6108  -0.510
C: 0.8982 1.5008 0.1076  -0.084
H: 1.6663 -0.6525 -0.7913  0.244
H: 1.0431 2.4356 -0.4409  0.211
H: -2.0463 -3.0333 0.4176  0.472
H: 0.5439 0.3523 -1.5769  0.223
H: 1.6637 1.4227 0.9972  0.171



(12)
# C3H5NO3

2 unconnected molecules or ions with the total composition C3H5NO3 (wB97M-V/def2-TZVPD, the OMol25 dataset).

Summary:
- SMILES: O=[N+]([O-])O.C=C=C
- LUMO energy: 0.568 eV
- HOMO level: -0.3813 hartree
- Maximum force: 2.96 eV Å⁻¹
- Orbital gap: 10.943 eV

Last column: natural (NBO) charge in e.
Cartesian coordinates (Å):
O: -0.9686 1.6507 1.4684  -0.367
O: -1.5787 1.5235 -0.6180  -0.585
O: -1.5209 3.4204 0.3873  -0.325
N: -1.3807 2.2618 0.5385  0.747
C: 0.2486 -0.6783 -1.0747  -0.580
C: 1.8007 -1.9230 0.7051  -0.486
C: 1.0160 -1.3236 -0.1580  0.170
H: 0.1355 0.3821 -1.3243  0.234
H: 2.6822 -2.4532 0.5587  0.231
H: -0.5261 -1.2297 -1.5132  0.217
H: -1.3338 0.5197 -0.6328  0.517
H: 1.4258 -2.1506 1.6628  0.228



(13)
# C3H5NO3

2 unconnected molecules or ions with the total composition C3H5NO3 (wB97M-V/def2-TZVPD, the OMol25 dataset).

Summary:
- LUMO energy: 0.802 eV
- HOMO level: -0.3577 hartree
- Maximum force: 6.72 eV Å⁻¹
- Orbital gap: 10.535 eV

Last column: natural (NBO) charge in e.
Cartesian coordinates (Å):
O: 1.1371 1.5185 -0.0758  -0.698
O: -3.2176 0.0132 -1.0428  -0.481
O: -0.9025 1.7338 0.7930  -0.656
N: -0.0482 -0.3908 0.3695  -0.643
C: -2.1887 0.1848 -1.3223  0.474
C: 1.0767 -1.2580 0.1066  -0.411
C: -0.0693 1.0115 0.2649  0.887
H: 2.0013 -0.6979 -0.0419  0.230
H: -0.9239 -0.8002 0.6663  0.402
H: 0.8783 -1.8432 -0.7945  0.190
H: 1.0456 2.4687 0.1276  0.505
H: 1.2112 -1.9405 0.9495  0.200



(14)
# C3H5NO3

C3H5NO3 in the gas phase (wB97M-V/def2-TZVPD, the OMol25 dataset).

Summary:
- SMILES: CC(=O)C[N+](=O)[O-]
- LUMO energy: -0.106 eV
- HOMO level: -0.3887 hartree
- Maximum force: 1.06 eV Å⁻¹
- Orbital gap: 10.470 eV

Last column: natural (NBO) charge in e.
Cartesian coordinates (Å):
O: -3.2972 -0.5921 0.0933  -0.348
O: 0.0913 -2.1245 0.4384  -0.487
O: -2.0987 1.1312 0.5442  -0.388
N: -2.2903 0.0597 0.0196  0.540
C: -0.0591 -0.9613 0.1966  0.588
C: -1.1794 -0.5061 -0.7663  -0.398
C: 0.7621 0.1518 0.7589  -0.736
H: -1.5592 -1.3628 -1.3269  0.251
H: 1.3427 0.6149 -0.0363  0.238
H: 1.4350 -0.2346 1.5195  0.241
H: -0.7966 0.2707 -1.4294  0.237
H: 0.1171 0.9178 1.1880  0.262



(15)
# C3H5NO3

C3H5NO3 in the gas phase (wB97M-V/def2-TZVPD, the OMol25 dataset).

Summary:
- SMILES: N/C(=C\O)C(=O)O
- LUMO energy: 0.393 eV
- HOMO level: -0.3242 hartree
- Maximum force: 0.60 eV Å⁻¹
- Orbital gap: 9.215 eV

Last column: natural (NBO) charge in e.
Cartesian coordinates (Å):
O: -2.1141 0.2449 -1.1791  -0.672
O: 1.8426 -0.1673 1.3548  -0.682
O: -0.8384 2.0598 -0.9664  -0.579
N: -0.2779 -1.3786 -0.1395  -0.848
C: 0.9371 0.5761 0.6623  0.154
C: -1.0059 0.8844 -0.7737  0.754
C: -0.0319 0.0123 -0.0744  -0.092
H: 0.9895 1.6527 0.7261  0.204
H: -2.0950 -0.6709 -0.8517  0.498
H: 0.3646 -1.8747 0.4665  0.393
H: -0.1999 -1.7437 -1.0830  0.376
H: 2.4294 0.4049 1.8579  0.494



(16)
# C3H5NO3

C3H5NO3 in the gas phase (wB97M-V/def2-TZVPD, the OMol25 dataset).

Summary:
- SMILES: NC(=O)COC=O
- LUMO energy: 0.699 eV
- HOMO level: -0.3750 hartree
- Maximum force: 0.89 eV Å⁻¹
- Orbital gap: 10.904 eV

Last column: natural (NBO) charge in e.
Cartesian coordinates (Å):
O: 1.2992 0.4955 -0.3784  -0.518
O: -0.5060 0.6113 -1.7408  -0.580
O: -1.9244 0.3147 0.9176  -0.542
N: -0.4479 -1.2695 0.1788  -0.879
C: 0.5765 0.1592 -1.4774  0.649
C: 0.4236 0.9369 0.6718  -0.191
C: -0.7990 -0.0080 0.6372  0.670
H: 0.9613 0.8554 1.6254  0.217
H: 0.4405 -1.6809 0.3988  0.400
H: -1.0762 -1.7788 -0.4183  0.413
H: 0.1151 1.9742 0.5148  0.226
H: 1.1200 -0.5682 -2.0958  0.135



(17)
# C3H5NO3

C3H5NO3 in the gas phase (wB97M-V/def2-TZVPD, the OMol25 dataset).

Summary:
- SMILES: C[C@]1(C(=O)O)NO1
- LUMO energy: 0.562 eV
- HOMO level: -0.3623 hartree
- Maximum force: 1.99 eV Å⁻¹
- Orbital gap: 10.421 eV

Last column: natural (NBO) charge in e.
Cartesian coordinates (Å):
O: -0.2138 1.8991 0.2883  -0.671
O: 1.0341 -1.0920 1.0070  -0.348
O: 1.6793 1.2591 -0.7207  -0.577
N: 1.0201 -1.4717 -0.3548  -0.308
C: 0.6444 0.9901 -0.1722  0.755
C: -1.3122 -0.6620 0.1286  -0.638
C: 0.1699 -0.4294 0.0718  0.226
H: 1.8721 -1.1358 -0.8117  0.356
H: 0.1233 2.7952 0.1282  0.505
H: -1.7286 -0.1464 0.9944  0.234
H: -1.7860 -0.2756 -0.7748  0.226
H: -1.5027 -1.7306 0.2159  0.241



(18)
# C3H5NO3

A gas-phase ion, C3H5NO3 (charge +1) (wB97M-V/def2-TZVPD, the OMol25 dataset).

Summary:
- LUMO energy (spin up / spin down): -5.479 / -10.314 eV
- HOMO level (spin up / spin down): -0.6094 / -0.5685 hartree
- Maximum force: 5.70 eV Å⁻¹
- Total charge: +1
- Orbital gap (spin up / spin down): 11.103 / 5.157 eV
- Expectation value of S²: 0.767
- 2S+1: 2

Last column: natural (NBO) charge in e.
Cartesian coordinates (Å):
O: -1.3080 -1.8290 1.4489  -0.436
O: 0.6077 0.8761 -2.8393  -0.249
O: -1.3498 0.3989 1.7233  -0.661
N: 0.3052 -0.5288 0.3990  -0.375
C: 0.4740 0.6798 -0.3506  -0.321
C: -0.8146 -0.7504 1.1278  0.820
C: 0.9748 0.3514 -1.8022  0.446
H: 1.8978 -0.3875 -1.7396  0.209
H: 0.7310 -1.4113 0.2567  0.450
H: -0.4787 1.2200 -0.4356  0.288
H: 1.0919 1.3876 0.0719  0.303
H: -2.1313 -0.0067 2.1396  0.526



(19)
# C3H5NO4

C3H5NO4 in the gas phase (wB97M-V/def2-TZVPD, the OMol25 dataset).

Summary:
- SMILES: COC(=O)N=C(O)O
- LUMO energy: 0.171 eV
- HOMO level: -0.3673 hartree
- Maximum force: 3.39 eV Å⁻¹
- Orbital gap: 10.167 eV

Last column: natural (NBO) charge in e.
Cartesian coordinates (Å):
O: -2.5196 -0.3651 0.8944  -0.538
O: 1.3621 -1.4043 -0.9764  -0.680
O: 0.6333 -1.7611 1.0612  -0.630
O: -0.5587 0.8861 0.8600  -0.579
N: -0.8108 -0.8487 -0.5760  -0.657
C: 0.3611 -1.1937 -0.1100  0.887
C: -1.4681 -0.1371 0.3501  0.878
C: -0.0005 1.8726 -0.0052  -0.248
H: 1.5258 -2.1389 1.0253  0.510
H: -0.7695 2.3569 -0.6116  0.182
H: 1.0025 -1.3290 -1.8748  0.517
H: 0.7615 1.4315 -0.6545  0.160
H: 0.4809 2.6307 0.6176  0.198



(20)
# C3H5NO4

C3H5NO4 in the gas phase (wB97M-V/def2-TZVPD, the OMol25 dataset).

Summary:
- SMILES: O=CN(O)CC(=O)O
- LUMO energy: 0.094 eV
- HOMO level: -0.3649 hartree
- Maximum force: 6.70 eV Å⁻¹
- Orbital gap: 10.024 eV

Last column: natural (NBO) charge in e.
Cartesian coordinates (Å):
O: -0.2220 0.5695 2.7867  -0.622
O: -1.2296 0.9073 -1.2804  -0.671
O: 0.2216 0.1613 -2.8695  -0.568
O: -0.3631 -1.6544 1.1655  -0.512
N: -0.2651 -0.3518 0.7349  -0.146
C: 0.0135 0.3186 -1.6137  0.731
C: 0.5703 -0.4028 -0.4807  -0.388
C: 0.0642 0.6856 1.5312  0.473
H: 0.6455 1.4602 0.9960  0.160
H: 1.7084 -0.2305 -0.1124  0.255
H: 0.5380 -1.5694 -0.9212  0.307
H: -0.3595 -1.3479 2.0697  0.491
H: -1.3222 1.4542 -2.0062  0.489